Below is the molecule C3H4N2S at a distorted geometry, with properties calculated with ωB97M-V/def2-TZVPD.

Properties
energy above the lowest of the compared OMol25 structures with the same formula, charge and spin = 6.379 eV
orbital gap (spin up / spin down) = 0.23992 / 0.24014 hartree
total energy = -16985.112 eV
LUMO (spin up / spin down) = -1.2 / -1.2 eV
E_HOMO (spin up / spin down) = -0.28565 / -0.28571 Ha

```
10
Properties=species:S:1:pos:R:3:forces:R:3
C 1.22069 -0.69365 0.00824 -7.2 1.6 1.2
C 2.37356 -0.22459 0.13739 4.1 0.0 -1.4
C -1.28621 -0.39338 -0.50245 -2.4 3.7 1.9
N -0.16422 1.07985 1.09980 3.5 -1.9 -0.8
N -0.12564 0.13830 0.27968 3.1 -2.2 -0.3
S 3.93302 -0.24373 -0.27182 -1.0 0.7 0.9
H -1.52260 0.39962 -1.22962 0.2 -0.4 0.0
H -1.29475 -1.31620 -0.96493 1.3 -1.9 -0.7
H -2.19266 -0.38774 0.17915 1.1 0.0 -0.5
H -0.94119 1.64153 1.26456 -2.7 0.4 -0.4
```
Forces are in eV/Å.

Below is a structure of composition C19H12AuN4Se at a distorted geometry, with properties calculated with ωB97M-V/def2-TZVPD.

Properties
orbital gap (spin up / spin down) = 0.17537 / 0.17458 hartree
total energy = -94888.784 eV
LUMO (spin up / spin down) = -6.0 / -6.0 eV
E_HOMO (spin up / spin down) = -0.39500 / -0.39476 Ha
charge = +1

```
37
Properties=species:S:1:pos:R:3:forces:R:3
Au 0.68568 -1.34120 0.54169 -0.4 1.4 -0.6
C 1.68692 0.35581 4.36295 0.0 0.0 0.0
C 1.55988 -0.51922 3.28197 -0.1 0.0 0.0
N 1.03322 -0.13664 2.13172 -0.1 -0.2 0.1
C 0.56331 1.14578 1.94822 0.0 -0.1 -0.1
C 0.59897 2.04705 3.02350 0.1 0.1 0.2
C 1.18027 1.61981 4.23915 0.0 0.0 0.0
C 0.11846 3.36245 2.84963 -0.1 0.1 0.0
C -0.34523 3.75049 1.62499 0.1 -0.1 0.0
C -0.33138 2.86667 0.53086 -0.1 0.1 -0.1
C 0.08809 1.55327 0.65294 0.1 0.1 -0.1
N 0.08779 0.57582 -0.30370 0.2 -0.6 0.2
C -0.34197 0.42823 -1.59385 0.2 0.1 0.0
C -0.89601 1.38771 -2.42341 -0.1 0.1 0.0
C -1.36538 1.07847 -3.71288 0.1 -0.1 0.1
C -1.23426 -0.17993 -4.22687 -0.1 0.1 -0.1
C -0.63759 -1.19002 -3.44256 0.0 -0.1 -0.2
C -0.38678 -2.48291 -3.95637 0.0 0.0 0.0
C 0.24186 -3.42643 -3.19238 0.0 0.0 0.0
C 0.57244 -3.10152 -1.87503 -0.1 0.0 0.0
N 0.35997 -1.89502 -1.37861 -0.1 -0.3 0.2
C -0.21858 -0.89902 -2.13510 0.1 0.1 0.1
H 2.15058 0.01003 5.27461 0.0 0.0 0.0
H 1.86369 -1.55477 3.35891 0.0 0.0 0.0
H 1.22228 2.31552 5.06861 0.0 0.0 0.0
H 0.14915 4.05113 3.68371 0.0 0.0 0.0
H -0.70281 4.76021 1.47532 0.0 0.0 0.0
H -0.67750 3.23720 -0.41952 0.0 0.0 0.0
H -0.99473 2.40477 -2.08264 0.0 0.0 0.0
H -1.80798 1.86472 -4.30935 0.0 0.0 0.0
H -1.55522 -0.41267 -5.23375 0.0 0.0 0.0
H -0.69648 -2.70928 -4.96965 0.0 0.0 0.0
H 0.46005 -4.41553 -3.56635 0.0 0.0 0.0
H 0.98962 -3.83924 -1.20249 0.0 0.0 0.0
Se -1.55616 -2.13694 1.38459 0.3 -0.7 0.3
C -1.07859 -3.77411 2.07764 -0.1 0.0 0.0
N -0.78562 -4.80069 2.51352 0.0 0.1 0.0
```
Forces are in eV/Å.

Below is a structure of composition C10H10F5N2O5STeTi at a distorted geometry, with properties calculated with ωB97M-V/def2-TZVPD.

Properties
energy above the lowest of the compared OMol25 structures with the same formula, charge and spin = 0.665 eV
orbital gap = 0.28899 hartree
total energy = -78575.304 eV
LUMO = -5.2 eV
E_HOMO = -0.48163 Ha
charge = +1

```
35
Properties=species:S:1:pos:R:3:forces:R:3
Ti -1.46641 0.99868 1.41905 -1.3 -0.8 0.6
C 3.07490 -3.61978 -2.78269 0.0 0.0 -0.1
C 2.55163 -2.60538 -1.81740 0.0 0.1 0.2
C 1.17631 -2.40426 -1.66619 0.0 0.1 0.1
C 0.68999 -1.43435 -0.81289 -0.1 -0.1 0.0
C 1.59943 -0.67806 -0.07967 -0.3 0.3 0.2
C 2.96944 -0.86567 -0.18991 0.1 0.1 0.2
C 3.43382 -1.82970 -1.06453 -0.1 0.0 -0.1
S 0.97920 0.62984 0.90537 0.8 0.1 -0.9
O 1.97994 1.46153 1.47369 0.2 -0.2 -0.1
O 0.00833 0.03494 1.94453 1.1 -0.8 0.2
N -0.15674 1.42857 0.05256 1.1 -0.4 0.4
C 0.06999 2.86396 -0.07937 0.1 0.4 0.2
C -0.39017 3.51148 1.24938 1.0 1.1 -1.0
O -0.06244 4.57025 1.66091 -0.2 -0.3 0.0
O -1.24557 2.66060 1.86214 -0.5 1.9 0.8
H 2.38912 -4.45747 -2.89193 0.0 0.0 0.0
H 4.04776 -3.99184 -2.46974 0.0 0.0 0.0
H 3.19555 -3.15482 -3.76366 0.0 0.0 0.0
H 0.48605 -3.01465 -2.23083 -0.1 0.0 0.0
H -0.37370 -1.25964 -0.71686 0.0 -0.1 0.0
H 3.64603 -0.27106 0.40764 0.1 0.0 -0.1
H 4.49853 -1.97614 -1.18222 0.0 0.0 0.1
H -0.54957 3.26721 -0.88189 0.0 -0.1 0.0
H 1.11562 3.10194 -0.27239 -0.1 0.1 0.0
N -2.49184 1.30139 4.57738 0.0 -0.2 0.0
C -2.22846 0.90184 3.53574 0.0 0.2 0.7
H -2.70484 1.67403 5.48582 0.0 -0.1 0.0
F -5.11401 1.29579 -0.97785 0.7 -0.6 0.4
Te -3.70592 0.31465 -0.24291 -4.8 1.9 -2.7
F -5.05030 -0.77570 0.46160 1.1 0.4 -0.3
F -2.65364 1.77981 -0.88186 0.0 -1.0 0.5
F -3.54869 -0.54377 -1.89273 0.1 0.2 1.2
F -3.83511 1.56239 1.28062 0.8 -1.3 -0.7
O -2.33423 -0.47662 0.58112 0.3 -0.7 0.1
```
Forces are in eV/Å.